Computed, not measured: a molecular structure, C27H30ClN5Ru at a distorted geometry, with ωB97M-V with the def2-TZVPD basis set.

Geometry as ORCA input:
```
! RIJCOSX wB97M-V def2-TZVPD def2/J DEFGRID3
* xyz 1 6
H -1.30 -3.25 -2.15
H 1.97 -1.32 4.30
H 3.57 2.83 -0.89
C 2.59 0.47 -1.95
H 2.15 1.35 0.67
C 1.44 -4.04 -0.73
H 2.47 2.99 1.20
C 1.94 2.40 0.44
H 5.40 -2.85 -0.19
C 0.47 2.71 0.64
N -2.15 0.02 -0.84
H 0.99 1.89 -2.24
H -4.27 0.86 -2.12
H -3.54 5.00 1.00
C 1.02 -0.90 2.42
C 2.07 1.90 -2.09
C -2.66 1.29 -0.85
H -0.02 -0.57 5.62
C 2.47 2.80 -0.93
C -1.21 -3.00 -1.08
H 4.69 -5.08 -0.39
H -4.01 -0.92 -1.02
H 0.23 2.64 1.71
N 1.79 -0.36 -1.05
H 2.48 -5.83 -0.64
H -2.91 -1.22 -2.37
H -1.09 -3.94 -0.54
C 2.61 -4.76 -0.62
C -3.85 1.63 -1.47
H -1.99 0.28 1.91
H -5.26 4.59 -0.48
C -2.20 3.43 0.51
C -0.03 -0.55 4.54
H -1.49 3.92 1.16
C 4.35 -3.00 -0.39
C -1.75 2.26 -0.12
H 0.31 3.75 0.35
C 1.19 -2.64 -0.78
C 1.07 -0.96 3.80
C -3.44 4.11 0.39
H 3.64 0.52 -1.64
C 3.61 -1.84 -0.54
H 2.58 -0.02 -2.93
C -2.51 -2.38 -0.59
N -0.48 1.86 -0.08
H -5.51 2.80 -2.02
H 4.18 -0.93 -0.43
C 2.24 -1.62 -0.79
C -1.12 -0.07 2.47
Cl -2.55 0.43 4.69
C 3.93 -4.32 -0.47
N -0.04 -2.14 -0.90
H 2.15 3.82 -1.14
C -4.63 2.78 -1.40
H 1.86 -1.21 1.82
C -1.14 -0.10 3.85
N -0.06 -0.46 1.77
H 0.56 -4.66 -0.81
H 2.50 2.30 -3.01
H -2.44 -2.19 0.49
C -2.96 -1.10 -1.28
Ru -0.17 -0.15 -0.60
H -3.29 -3.13 -0.73
C -4.45 3.86 -0.48
*
```

Summary:
⟨S²⟩   8.83
Strongest force on any atom   2.9 eV/Å
ΔE to the lowest compared entry with this formula, charge and spin   31.5 kJ/mol
Energy   -51031.5556 eV
Kohn-Sham gap (alpha / beta)   5.1122 / 5.5241 eV

Here are the Mulliken charges for atoms 1 to 2, given in e: 0.34 0.47

---

Computed, not measured: a molecular structure, C27H30IrN3O4S5Se4 at a distorted geometry, with ωB97M-V with the def2-TZVPD basis set.

Geometry as ORCA input:
```
! RIJCOSX wB97M-V def2-TZVPD def2/J DEFGRID3
* xyz -1 2
S -4.82 -1.66 -0.11
C -1.17 -0.38 1.35
H 3.22 1.04 -0.94
H 7.96 -1.70 -3.35
C -5.53 -2.82 0.95
S -4.48 1.25 0.15
C 1.57 0.95 -2.06
H -2.15 1.87 -2.75
C -0.96 2.60 5.94
C 0.81 1.62 -1.06
C 0.66 -2.90 -0.29
C 3.20 -1.45 -3.05
Ir -1.34 2.75 1.68
C -0.35 0.97 -3.53
C 7.45 -0.79 -3.03
O 2.61 1.76 0.49
C -1.60 -3.77 0.37
C 5.95 -1.00 -3.03
H 0.30 -4.64 0.93
H -0.79 0.71 -4.49
H -0.46 1.63 5.91
C 1.40 1.95 0.30
O -1.09 2.24 3.63
H -0.37 3.32 6.51
H 6.58 1.52 -2.39
H -0.12 -4.86 -0.77
C 5.63 1.25 -1.94
H 0.23 -2.41 -1.17
Se -0.79 5.03 1.40
H -8.19 1.30 2.19
S -6.12 -2.10 2.38
H 2.14 -1.63 -3.03
H 1.15 -0.99 0.64
C 0.97 0.66 -3.29
H 7.81 -0.53 -2.04
C -5.08 -0.21 0.84
H -2.06 -3.33 -0.52
C 5.43 -2.17 -3.58
C -1.66 -2.75 1.50
H -2.67 -2.37 1.63
Se -4.57 4.86 1.47
H 7.74 0.01 -3.71
C -1.21 3.15 4.55
H -1.32 -3.19 2.44
H -6.81 2.10 1.37
C -7.24 1.82 2.33
H -1.10 2.51 -0.65
H -1.92 2.49 6.44
H 1.08 -2.36 1.76
N -0.78 -1.61 1.17
Se -2.57 6.23 0.67
C 4.06 -2.38 -3.60
C -5.71 -0.44 2.02
Se -3.61 3.01 2.28
H 1.57 0.21 -4.07
H 1.70 -3.14 -0.52
N -1.51 0.71 1.43
C -0.15 -4.15 0.05
C -0.51 1.95 -1.37
H 4.93 2.07 -2.11
C 3.71 -0.27 -2.49
C 0.62 -1.92 0.87
S -5.60 -4.44 0.61
S -6.07 0.78 3.23
C 5.10 -0.04 -2.50
N 2.91 0.67 -1.84
H 6.10 -2.91 -3.99
H 5.78 1.19 -0.86
O 0.66 2.41 1.25
O -1.52 4.32 4.40
H -2.18 -4.64 0.66
H 3.66 -3.29 -4.03
C -1.11 1.62 -2.57
H -7.39 2.71 2.93
*
```

Summary:
⟨S²⟩   1.16
Strongest force on any atom   2.0 eV/Å
ΔE to the lowest compared entry with this formula, charge and spin   202.4 kJ/mol
Energy   -359549.7184 eV
Kohn-Sham gap (alpha / beta)   4.6212 / 4.3601 eV

Here are the Mulliken charges for atoms 1 to 2, given in e: -0.09 0.25

---

Computed, not measured: C27H30N4O5 in the gas phase, with ωB97M-V with the def2-TZVPD basis set.

Geometry as ORCA input:
```
! RIJCOSX wB97M-V def2-TZVPD def2/J DEFGRID3
* xyz 0 1
O 7.30 -2.94 -0.22
H 8.31 -2.78 1.50
H -3.22 -1.10 2.55
C 6.49 0.80 0.17
H -2.64 1.05 1.80
O -9.49 0.69 -0.89
H -6.62 -1.08 2.18
H 3.48 3.18 -0.69
H 0.69 0.28 1.80
C 0.52 -0.14 -1.55
C -3.17 -1.82 0.51
N 4.63 1.60 -1.39
C 5.37 1.53 -0.27
H 4.67 0.84 -2.04
H -8.84 -0.89 1.26
N -4.42 0.12 1.37
H 1.76 0.85 -2.98
C -7.20 1.21 -0.83
C 6.40 -2.27 -1.07
H -3.87 -1.96 -0.32
C 1.52 0.73 -1.93
C 3.37 2.35 -1.39
C 0.21 -0.30 -0.20
O 7.23 1.47 2.43
C 5.32 2.31 0.98
H -2.72 -2.77 0.78
H -3.23 0.33 -1.12
H -1.72 1.03 -0.50
C -0.82 -1.31 0.22
C 6.99 -0.92 -1.51
C 1.92 1.29 0.36
H -7.39 1.86 -1.67
H -11.45 0.31 -0.99
H 3.22 2.74 -2.40
C 7.60 -2.18 0.93
H -10.80 0.29 0.67
C -2.56 0.40 -0.25
O -0.49 -2.40 0.64
H -10.48 -1.08 -0.43
H 8.39 -0.23 1.44
C -10.60 0.01 -0.37
H 2.47 1.86 1.10
H -5.14 1.64 -0.78
H 7.92 -1.11 -2.06
O 4.60 3.18 1.42
C 8.21 -0.83 0.55
C -5.93 1.07 -0.32
H -3.71 1.97 0.73
C -3.33 0.97 0.95
H 6.69 -2.02 1.52
C -8.28 0.50 -0.29
H -4.73 -1.86 2.00
C 2.23 1.46 -0.98
C 0.92 0.42 0.75
H 9.16 -0.98 0.02
H 5.44 -2.09 -0.54
C 6.53 1.53 1.45
C -5.68 0.23 0.77
C -8.04 -0.33 0.79
H 6.22 -2.92 -1.92
H 6.30 -0.38 -2.16
H -0.03 -0.70 -2.29
N -2.11 -0.93 0.08
C -3.92 -1.20 1.70
C -6.76 -0.45 1.32
N 7.30 -0.13 -0.34
*
```

Summary:
Strongest force on any atom   0.8 eV/Å
SMILES   COc1ccc(N2CCN(C(=O)c3ccc(CNc4c(N5CCOCC5)c(=O)c4=O)cc3)CC2)cc1
ΔE to the lowest compared entry with this formula, charge and spin   461.0 kJ/mol
Energy   -44682.4442 eV
Kohn-Sham gap   7.8476 eV

Here are the Mulliken charges for atoms 1 to 2, given in e: -0.41 0.39

---

Computed, not measured: C27H30N4O5 in the gas phase at a distorted geometry, with ωB97M-V with the def2-TZVPD basis set.

Geometry as ORCA input:
```
! RIJCOSX wB97M-V def2-TZVPD def2/J DEFGRID3
* xyz 0 1
N 0.68 -0.99 -1.33
C 2.43 -2.20 -2.45
C 0.40 -1.98 -0.53
C 1.83 0.13 -2.97
O -2.04 2.09 2.03
H 1.79 3.28 -0.32
H -5.21 0.34 3.19
C 1.57 1.33 -2.31
H 1.31 -6.35 0.69
N -1.42 -0.60 0.11
H -2.96 -0.85 1.46
C 1.03 3.72 -0.97
C -5.54 1.61 4.90
H 1.27 1.28 -1.28
C -0.67 -1.66 0.46
N -1.05 0.25 2.89
C -0.53 0.87 4.09
N 1.63 -1.07 -2.25
C 2.10 2.58 -4.30
O -0.85 -2.29 1.50
C -1.84 0.90 2.03
C 1.69 2.55 -2.94
H 3.59 -4.57 -2.47
H 0.08 3.19 -0.83
C 1.09 -3.23 -0.60
C -3.67 -0.04 4.59
H 0.04 -4.26 0.96
C 2.14 4.98 -4.59
H -3.34 2.34 6.50
H 2.83 5.18 -3.77
O 1.43 3.74 -2.32
H -0.97 0.96 6.20
H -1.11 -0.08 -0.70
C -2.81 0.83 5.10
H -4.79 3.63 5.03
H -1.27 -0.62 5.46
C -3.19 2.25 5.42
H 2.38 5.63 -5.43
H -5.75 -0.53 4.62
C -5.10 0.28 4.28
H -0.59 1.95 3.94
C 0.81 -4.34 0.21
C 2.53 -5.60 -0.91
H 0.51 0.58 4.23
C 2.22 0.15 -4.30
C 2.35 1.37 -4.93
H 0.89 4.77 -0.69
H -0.99 -0.76 2.83
H -2.37 2.91 5.15
H 2.66 1.41 -5.97
C -1.36 0.46 5.32
C 2.82 -4.52 -1.72
H 2.42 -0.77 -4.83
H 3.09 -6.52 -1.02
C -4.45 2.66 4.68
H -5.69 1.47 5.97
O 2.28 3.67 -5.09
H -4.23 2.73 3.62
H -6.48 1.93 4.46
C -2.44 -0.03 0.96
H -3.14 0.54 0.35
H -3.36 -1.05 4.37
C 1.53 -5.50 0.06
H 1.12 5.18 -4.26
C 2.10 -3.33 -1.57
O 3.33 -2.22 -3.27
*
```

Summary:
Strongest force on any atom   1.1 eV/Å
SMILES   COc1ccc(-n2nc(C(=O)NCC(=O)NCCC3=CCCCC3)c3ccccc3c2=O)cc1OC
ΔE to the lowest compared entry with this formula, charge and spin   296.3 kJ/mol
Energy   -44684.1507 eV
Kohn-Sham gap   7.6279 eV

Here are the Mulliken charges for atoms 1 to 2, given in e: -0.81 0.58